a | The following is a DFT calculation (ωB97M-V/def2-TZVPD) of a cluster of 2 separate species, C4H8N2 in total.

Last column: Löwdin charge in e.
Positions of all 14 atoms, in Å:
1 C 2.960 -0.504 0.034  -0.197
2 C -0.603 0.059 0.085  -0.496
3 C -1.771 -0.944 -0.178  -0.073
4 C -0.857 1.536 -0.020  -0.060
5 N 2.154 0.338 0.367  0.034
6 N 0.423 -0.632 0.254  0.132
7 H 3.985 -0.242 0.248  0.059
8 H 2.499 -1.529 -0.287  0.091
9 H -2.579 -0.839 -0.924  0.070
10 H -2.258 -1.150 0.846  0.098
11 H -1.224 -1.827 -0.576  0.066
12 H 0.154 2.139 0.077  0.099
13 H -1.417 1.899 -0.884  0.067
14 H -1.468 1.695 0.959  0.110

The value obtained for the LUMO energy (spin up / spin down) is 0.72 / 0.72 eV. Its highest occupied orbital energy (spin up / spin down) is -8.55 / -8.55 eV. The calculation puts the frontier orbital gap (spin up / spin down) at 0.34087 / 0.34084 Eh.

=====

b | The following is a DFT calculation (ωB97M-V/def2-TZVPD) of an isolated molecule of C4H8N2.

Last column: Löwdin charge in e.
Positions of all 14 atoms, in Å:
1 C -2.043 -0.325 -0.087  -0.230
2 C -0.666 -1.040 0.245  -0.078
3 C -1.342 0.998 -0.005  -0.098
4 C 2.104 -0.190 -0.099  -0.084
5 N -0.138 0.292 0.228  -0.222
6 N 1.133 0.785 0.433  -0.014
7 H -2.474 -0.349 -1.119  0.096
8 H -2.910 -0.547 0.735  0.143
9 H -0.600 -1.512 1.250  0.086
10 H -1.324 1.659 -0.899  0.089
11 H 1.606 -1.120 -0.144  0.032
12 H 2.429 0.050 -1.070  0.055
13 H 3.046 -0.322 0.623  0.124
14 H 1.180 1.623 -0.091  0.103

The value obtained for the LUMO energy (spin up / spin down) is 0.65 / 0.65 eV. Its highest occupied orbital energy (spin up / spin down) is -7.69 / -7.69 eV. The calculation puts the frontier orbital gap (spin up / spin down) at 0.30675 / 0.30684 Eh.

=====

Stability summary - winner: a; margin: 28.2 kcal/mol.

=====

a | The following is a DFT calculation (ωB97M-V/def2-TZVPD) of an isolated molecule of C4H8N2.

Last column: Löwdin charge in e.
Positions of all 14 atoms, in Å:
1 C -1.482 -1.352 0.297  -0.099
2 C -0.069 -0.832 0.109  -0.307
3 N -0.011 0.290 -0.831  -0.088
4 C 1.191 1.084 -0.670  -0.229
5 C 1.221 1.898 0.572  -0.210
6 N 1.193 2.528 1.544  0.134
7 H -1.912 -1.717 -0.642  0.076
8 H -2.137 -0.572 0.701  0.075
9 H -1.462 -2.179 1.012  0.074
10 H 0.352 -0.553 1.088  0.108
11 H 0.562 -1.636 -0.298  0.115
12 H -0.826 0.884 -0.713  0.110
13 H 1.338 1.756 -1.522  0.119
14 H 2.045 0.400 -0.646  0.122

The value obtained for the LUMO energy is 0.98 eV. Its highest occupied orbital energy is -9.73 eV. The calculation puts the frontier orbital gap at 0.39365 Eh. As for the structure (SMILES): CCNCC#N.

=====

b | The following is a DFT calculation (ωB97M-V/def2-TZVPD) of an isolated molecule of C4H8N2.

Last column: Löwdin charge in e.
Positions of all 14 atoms, in Å:
1 C 1.694 -0.865 0.070  -0.153
2 N 0.339 -0.727 -0.634  -0.128
3 C -0.588 0.111 0.247  -0.433
4 C -0.563 1.567 -0.194  -0.079
5 C -1.911 -0.578 0.111  -0.190
6 N -2.927 -1.097 -0.118  0.144
7 H 1.988 0.339 0.382  0.123
8 H 2.461 -1.320 -0.614  0.058
9 H 1.639 -1.517 1.165  0.122
10 H -0.131 -1.712 -0.734  0.131
11 H -0.297 -0.064 1.278  0.115
12 H -1.064 1.639 -1.211  0.097
13 H 0.543 1.972 -0.213  0.103
14 H -1.183 2.251 0.463  0.090

The value obtained for the LUMO energy is 0.83 eV. Its highest occupied orbital energy is -9.78 eV. The calculation puts the frontier orbital gap at 0.38979 Eh. As for the structure (SMILES): CN[C@@H](C)C#N.

=====

Stability summary - winner: a; margin: 34.5 kcal/mol.

=====

a | The following is a DFT calculation (ωB97M-V/def2-TZVPD) of an isolated molecule of C4H8N2.

Last column: Löwdin charge in e.
Positions of all 14 atoms, in Å:
1 C 0.318 -1.917 0.569  -0.155
2 N -1.054 -1.592 0.202  0.025
3 C 0.032 -0.807 -0.370  -0.298
4 C 0.246 0.606 0.094  -0.297
5 C 0.294 1.734 -0.862  -0.150
6 N -0.894 1.517 -0.044  0.021
7 H 0.684 -2.873 0.203  0.096
8 H 0.680 -1.645 1.561  0.102
9 H -1.519 -1.051 0.926  0.090
10 H 0.173 -0.974 -1.436  0.135
11 H 0.852 0.714 0.993  0.137
12 H 0.157 1.533 -1.922  0.103
13 H 0.944 2.577 -0.640  0.102
14 H -0.914 2.178 0.727  0.089

The value obtained for the LUMO energy is 1.08 eV. Its highest occupied orbital energy is -9.36 eV. The calculation puts the frontier orbital gap at 0.38370 Eh. As for the structure (SMILES): C1N[C@H]1[C@H]1CN1.

=====

b | The following is a DFT calculation (ωB97M-V/def2-TZVPD) of an isolated molecule of C4H8N2.

Last column: Löwdin charge in e.
Positions of all 14 atoms, in Å:
1 C 0.986 1.260 0.437  -0.074
2 C 0.935 -0.194 0.380  -0.296
3 N 1.179 -0.907 -0.935  0.054
4 N 0.607 -2.116 -0.501  0.007
5 C -0.127 -0.896 -0.358  -0.497
6 C -1.517 -0.532 -0.772  -0.016
7 H 1.916 1.531 0.747  0.032
8 H 0.211 1.659 1.254  0.139
9 H 0.858 1.733 -0.516  0.076
10 H 1.337 -0.691 1.330  0.151
11 H 0.991 -2.633 0.386  0.134
12 H -1.586 0.614 -1.153  0.127
13 H -2.063 -0.644 0.204  0.088
14 H -1.939 -1.181 -1.560  0.075

The value obtained for the LUMO energy is 1.06 eV. Its highest occupied orbital energy is -9.34 eV. The calculation puts the frontier orbital gap at 0.38236 Eh. As for the structure (SMILES): C[C@@H]1N2N[C@@]12C.

=====

c | The following is a DFT calculation (ωB97M-V/def2-TZVPD) of a cluster of 2 separate species, C4H8N2 in total.

Last column: Löwdin charge in e.
Positions of all 14 atoms, in Å:
1 C 2.068 -0.038 0.286  -0.074
2 C 0.581 -0.027 0.391  -0.219
3 N -0.196 -0.594 -0.505  -0.066
4 C -1.554 -0.474 -0.613  -0.226
5 C -2.329 -0.306 0.553  -0.298
6 N -2.956 -0.181 1.527  0.121
7 H 2.405 -0.168 -0.749  0.079
8 H 2.499 -0.838 0.898  0.078
9 H 2.476 0.911 0.651  0.081
10 H 0.100 0.307 1.304  0.116
11 H -0.328 1.675 -0.288  0.075
12 H 0.262 -0.934 -1.344  0.165
13 H -2.012 -0.828 -1.522  0.096
14 H -1.016 1.493 -0.587  0.072

The value obtained for the LUMO energy (spin up / spin down) is 0.59 / 0.59 eV. Its highest occupied orbital energy (spin up / spin down) is -7.70 / -7.70 eV. The calculation puts the frontier orbital gap (spin up / spin down) at 0.30486 / 0.30484 Eh.

=====

d | The following is a DFT calculation (ωB97M-V/def2-TZVPD) of a cluster of 2 separate species, C4H8N2 in total.

Last column: Löwdin charge in e.
Positions of all 14 atoms, in Å:
1 C 1.226 -0.576 1.147  -0.098
2 C 0.641 0.352 0.132  -0.175
3 C -0.239 0.026 -0.820  -0.403
4 N -0.699 1.002 -1.753  0.062
5 C -0.780 -1.317 -0.866  -0.185
6 N -1.241 -2.381 -0.881  0.151
7 H 2.196 -0.935 0.789  0.086
8 H 0.588 -1.447 1.331  0.076
9 H 1.398 -0.061 2.098  0.073
10 H 0.915 1.405 0.183  0.116
11 H -0.185 0.939 -2.625  0.085
12 H -1.686 0.901 -1.963  0.083
13 H -0.990 1.177 1.953  0.075
14 H -1.145 0.917 1.274  0.053

The value obtained for the LUMO energy is 0.76 eV. Its highest occupied orbital energy is -9.54 eV. The calculation puts the frontier orbital gap at 0.37860 Eh. As for the structure (SMILES): C/C=C(/N)C#N.[H][H].

=====

Stability summary - winner: d; margin: 9.2 kcal/mol.

=====

a | The following is a DFT calculation (ωB97M-V/def2-TZVPD) of an isolated molecule of C4H8N2.

Last column: Löwdin charge in e.
Positions of all 14 atoms, in Å:
1 N 1.719 1.105 1.447  0.073
2 C 0.615 0.305 1.500  -0.250
3 C -0.626 0.675 1.010  -0.146
4 H 1.627 2.030 1.058  0.093
5 H 2.628 0.684 1.339  0.094
6 H 0.794 -0.713 1.819  0.121
7 H -1.478 0.080 1.302  0.082
8 H -0.846 1.729 0.876  0.087
9 N -1.145 -1.743 -2.196  0.005
10 C -0.838 -0.989 -1.139  -0.247
11 C -0.291 0.095 -0.759  -0.120
12 H -1.666 -2.597 -2.091  0.069
13 H -1.011 -1.428 -3.149  0.085
14 H 0.519 0.766 -1.018  0.053

The value obtained for the LUMO energy (spin up / spin down) is 0.93 / 0.93 eV. Its highest occupied orbital energy (spin up / spin down) is -6.22 / -6.22 eV. The calculation puts the frontier orbital gap (spin up / spin down) at 0.26274 / 0.26276 Eh.

=====

b | The following is a DFT calculation (ωB97M-V/def2-TZVPD) of an isolated molecule of C4H8N2.

Last column: Löwdin charge in e.
Positions of all 14 atoms, in Å:
1 H 0.899 1.702 -2.111  0.062
2 N 0.348 2.000 -1.230  0.071
3 C 0.074 0.890 -0.579  -0.526
4 C 0.602 -0.464 -1.020  -0.090
5 C 0.240 -1.774 -0.775  -0.002
6 N -0.680 1.066 0.487  -0.078
7 C -0.581 0.120 1.645  -0.124
8 H 1.593 -0.495 -1.454  0.087
9 H 0.867 -2.590 -1.113  0.048
10 H -0.714 -2.182 -0.362  0.058
11 H -0.809 2.124 0.643  0.167
12 H 0.437 0.168 2.338  0.110
13 H -0.780 -1.101 1.213  0.117
14 H -1.497 0.537 2.318  0.099

The value obtained for the LUMO energy is 0.63 eV. Its highest occupied orbital energy is -8.73 eV. The calculation puts the frontier orbital gap at 0.34383 Eh. As for the structure (SMILES): [H]/N=C(\C=C)NC.

=====

Stability summary - winner: b; margin: 35.7 kcal/mol.